An isolated ion of composition C8H13N2OS and charge +1 at a distorted geometry, computed with ωB97M-V/def2-TZVPD.

HOMO level (alpha / beta) = -0.41112 / -0.41107 Ha
ΔE to the lowest compared entry with this formula, charge and spin = 132.2 kcal per mole

Structure (ORCA input):
```
! RIJCOSX wB97M-V def2-TZVPD def2/J DEFGRID3
* xyz 1 1
S -3.490 0.978 -1.158
O -0.419 -0.008 -3.370
N 1.269 0.032 -1.699
N -1.733 -0.089 0.339
C 0.260 0.136 -2.417
C -1.788 1.067 -0.590
C -3.072 -0.311 0.983
C -0.647 -0.069 1.409
C 2.675 -0.238 -2.185
C -4.045 0.264 0.318
C 1.167 0.688 -0.344
C 0.642 -0.433 0.574
H 2.053 1.069 -0.119
H -5.130 0.167 0.578
H 0.443 1.376 -0.327
H 3.063 0.646 -2.495
H -0.948 -0.754 2.203
H -3.200 -0.781 1.999
H -1.689 -1.016 -0.081
H 1.305 -0.789 1.368
H 3.123 -0.819 -1.322
H -0.416 0.889 2.022
H 2.540 -0.697 -3.160
H -1.513 2.006 0.110
H 0.452 -1.238 -0.037
*
```

Results of the natural (NBO) charge analysis, in e, for atoms 1 through 6: S 0.321; O -0.361; N -0.452; N -0.430; C 0.961; C -0.578